The following is a DFT calculation (ωB97M-V with the def2-TZVPD basis set) of a structure of composition C31H52N2O3P2Tc.

Cartesian coordinates (Å):
Tc 0.56176 -1.99290 0.09651
P -0.73761 0.58732 -4.09453
P 1.18042 -1.76529 -3.77931
O 1.61913 -0.68592 1.02663
O 3.62797 1.55521 4.18995
O 0.12282 3.45210 1.57380
N 0.50596 1.22296 1.77105
N 2.75186 0.84125 2.23416
C 1.56242 0.43617 1.67309
C -2.13122 0.11677 -5.23220
C -0.70185 -0.67219 -1.54803
C -1.03698 -2.89555 0.97050
C 1.79248 2.89519 3.21267
C 0.68472 -0.25327 -4.84274
C 2.80019 1.73321 3.30695
C -1.40340 -1.96144 2.02477
C -2.08673 -3.45384 0.09666
C 0.42326 -5.02677 1.06642
C 1.13423 3.12171 4.59999
C -0.60604 2.31147 -4.78390
C 0.23373 -3.58037 1.39071
C 0.74493 2.54024 2.13299
C 1.58303 -3.42562 3.66281
C -0.48215 -2.10078 3.06495
C 1.87017 5.54323 2.99830
C 2.55700 4.20112 2.76652
C 2.87191 -1.75542 -4.50269
C 0.56365 -2.96354 2.70284
C -2.96005 1.37603 -1.03162
C 0.39587 1.75298 -1.54713
C 0.44886 1.91900 5.21876
C -0.79381 2.70188 -1.55437
C -0.69155 -1.48667 4.39197
C -1.98087 2.23354 -0.72558
C 0.13976 0.38528 -2.05117
C 0.34933 -2.97522 -4.88925
C -2.68374 -1.22883 2.09539
C -3.11121 0.27824 -2.04299
C -2.08481 -0.85530 -2.04789
H 1.45396 -5.39118 1.16010
H 2.90431 -1.32152 -5.50883
H -2.09965 -1.33028 -3.03982
H -3.36314 0.64276 -3.02999
H -0.99677 2.95287 -2.59486
H -2.28201 -0.97072 -5.26140
H 0.69850 1.77052 -0.50253
H 0.43349 -0.50445 -5.89311
H 1.48231 0.50573 -4.86215
H -1.86627 0.49210 -6.23695
H -0.08766 -0.57851 4.44692
H -1.74070 -1.19148 4.49649
H 0.06553 -5.23250 0.05151
H 1.10918 -3.71718 4.60849
H -0.13521 -1.73787 -1.55113
H -0.58799 2.24634 -5.88803
H -2.76389 -2.63701 -0.17182
H -0.16618 -5.63543 1.76103
H -2.13347 2.77829 0.22881
H 1.20761 2.15977 -2.14302
H 0.04687 2.21263 6.19835
H 0.81449 5.50032 2.70615
H 3.24707 -2.77812 -4.51367
H 3.50579 0.16512 2.19196
H -0.38751 1.59123 4.58909
H -4.06611 -0.16505 -1.71971
H -0.67125 -3.15690 -4.54711
H 0.88689 -3.92050 -4.80054
H 2.18959 -4.26330 3.30305
H 1.18415 1.11648 5.36335
H -1.48487 2.90745 -4.47736
H -2.50365 -0.19965 2.44535
H 3.49122 -1.14407 -3.83763
H 0.29629 -2.69297 -5.94560
H 3.53019 4.20621 3.28109
H 2.77264 4.11049 1.69323
H 1.16387 -0.03678 -1.99524
H -3.97151 1.82223 -0.88606
H 2.36500 6.29334 2.37408
H 1.96565 5.87567 4.03916
H 0.31033 2.80112 -4.42104
H 2.28190 -2.61963 3.92628
H 0.41695 3.94715 4.49551
H -0.51279 3.66260 -1.08448
H -0.41696 -2.13894 5.22976
H -3.07353 0.58785 -4.91429
H -3.17551 -1.17847 1.11413
H -3.35837 -1.73780 2.80748
H 1.92392 3.49354 5.27356
H -2.57000 -1.64032 -1.48382
H -2.68230 -4.12127 0.74004
H -1.68380 -3.92584 -0.80982

Output
Energy above the lowest of the compared OMol25 structures with the same formula, charge and spin, eV: 0.792
Multiplicity: 4
Frontier orbital gap (alpha / beta), eV: 6.51 / 5.25
Expectation value of S²: 3.909
Net charge: +2